(1)
A molecular structure, C22H20IrN4O5S. Source: OMol25; level of theory: wB97M-V/def2-TZVPD.

charge	+2
highest occupied orbital energy (alpha / beta)	-0.55320 / -0.55368	hartree
HOMO-LUMO gap (alpha / beta)	0.2655 / 0.2193	hartree
energy relative to the best compared isomer or geometry (same formula, charge and spin)	0.0	kcal per mole
2S+1	2

Geometry as XYZ:
```
53
Properties=species:S:1:pos:R:3:forces:R:3:lowdin_charge:R:1
Ir 0.032 0.552 0.185 -0.471 -0.521 0.062 1.66
O 0.712 -3.378 -0.212 -0.106 -0.016 -0.007 0.19
C 0.344 -2.291 0.105 0.070 -0.014 -0.072 -0.52
O 0.874 -1.152 -0.400 0.247 0.105 0.109 -0.19
C -0.792 -2.040 1.076 0.060 -0.015 0.065 -0.17
C -1.661 -2.957 1.638 0.087 -0.007 0.085 0.07
C -2.704 -2.467 2.423 0.015 -0.010 -0.010 0.04
C -2.859 -1.098 2.645 0.064 0.063 0.068 0.08
C -1.951 -0.242 2.054 -0.129 -0.028 -0.076 -0.16
N -0.971 -0.749 1.315 -0.126 0.147 -0.329 -0.06
C -1.938 1.275 2.080 0.051 0.072 -0.043 -0.48
O -2.658 1.934 2.754 -0.104 -0.060 -0.040 0.21
O -0.981 1.816 1.268 0.215 0.008 0.260 -0.16
H -1.520 -4.013 1.452 -0.025 -0.002 -0.008 0.15
H -3.415 -3.159 2.855 0.026 -0.006 0.037 0.14
H -3.659 -0.695 3.252 -0.020 -0.020 -0.014 0.15
C 2.981 -1.101 4.689 0.031 0.014 0.000 -0.02
C 3.926 -0.771 3.722 -0.018 -0.014 0.044 -0.03
C 3.541 -0.119 2.568 -0.040 -0.041 -0.098 0.01
C 2.191 0.186 2.383 -0.052 0.022 0.007 -0.22
C 1.245 -0.124 3.354 0.030 0.003 0.015 -0.01
C 1.646 -0.766 4.512 0.013 0.020 -0.010 -0.03
N 1.772 0.860 1.193 0.420 -0.343 0.181 -0.07
N 2.670 1.485 0.591 -0.100 0.314 0.034 0.16
C 2.256 2.137 -0.568 -0.048 0.031 0.001 -0.26
C 3.098 3.017 -1.214 -0.003 0.000 0.028 0.06
C 2.580 3.739 -2.281 0.090 0.046 0.008 0.02
C 1.258 3.556 -2.653 -0.106 -0.018 -0.022 0.01
C 0.476 2.638 -1.972 0.094 -0.046 -0.126 -0.06
N 0.982 1.929 -0.962 0.070 0.051 -0.026 -0.05
H 3.292 -1.614 5.590 0.003 0.003 0.003 0.13
H 4.966 -1.026 3.869 0.001 -0.009 -0.003 0.12
H 4.264 0.134 1.807 0.005 -0.029 -0.003 0.12
H 0.219 0.181 3.240 -0.045 0.066 0.030 0.09
H 0.921 -0.992 5.282 -0.005 0.004 0.002 0.12
H 4.112 3.140 -0.861 0.000 0.005 0.001 0.14
H 3.199 4.457 -2.801 0.013 -0.021 -0.015 0.14
H 0.827 4.121 -3.467 -0.013 0.008 0.012 0.13
H -0.558 2.448 -2.221 -0.001 -0.001 0.000 0.12
O -1.411 0.317 -1.213 -0.192 0.419 -0.306 -0.64
S -2.023 -1.001 -1.812 0.026 -0.244 0.149 1.10
C -3.311 -0.322 -2.899 -0.069 -0.030 -0.007 -0.26
C -2.825 -0.489 -4.343 0.057 0.007 0.010 -0.20
C -1.299 -0.487 -4.307 -0.058 -0.022 0.019 -0.21
C -0.931 -1.442 -3.178 0.040 0.146 -0.070 -0.28
H -3.404 0.717 -2.582 0.022 -0.001 0.009 0.11
H -4.239 -0.845 -2.675 -0.012 0.023 0.004 0.10
H -3.227 0.305 -4.970 -0.022 0.007 0.025 0.13
H -3.184 -1.437 -4.743 -0.003 0.005 -0.018 0.13
H -0.916 0.512 -4.087 0.006 0.005 -0.031 0.11
H -0.864 -0.810 -5.251 0.013 -0.021 0.012 0.13
H 0.093 -1.391 -2.812 0.012 -0.044 0.027 0.10
H -1.172 -2.480 -3.419 -0.011 -0.012 0.027 0.12
```
Positions in Å, forces in eV/Å.

(2)
2 unconnected molecules or ions with the total composition C11H19N4O2. Source: OMol25; level of theory: wB97M-V/def2-TZVPD.

charge	+1
highest occupied orbital energy	-0.46080	hartree
HOMO-LUMO gap	0.2622	hartree
energy relative to the best compared isomer or geometry (same formula, charge and spin)	196.4	kcal per mole
2S+1	1

Geometry as XYZ:
```
36
Properties=species:S:1:pos:R:3:forces:R:3:lowdin_charge:R:1
C 3.086 -0.805 -0.318 0.876 0.878 -0.142 -0.10
C 3.298 0.840 -0.421 0.385 -0.893 0.218 -0.22
O 2.688 1.330 -1.687 -2.136 0.831 2.594 -0.21
C 1.321 1.855 -1.433 -0.423 0.160 -0.581 -0.16
C 0.165 0.651 -1.471 2.632 0.033 -1.081 -0.15
O -1.141 1.298 -1.666 -2.555 -0.603 4.628 -0.12
C -1.933 1.351 -0.427 -1.536 0.222 3.132 -0.03
C -1.388 1.738 1.069 -2.372 -0.660 -0.773 0.10
C -2.383 1.806 2.354 -1.507 -0.996 -4.207 0.01
N -3.820 1.503 2.165 4.770 0.472 -0.742 0.04
N -4.244 1.143 0.930 1.463 -0.243 -3.344 0.00
C -3.569 1.000 -0.403 3.040 1.862 1.294 0.04
C -4.333 0.527 -1.808 -0.314 -0.573 1.091 -0.17
N -4.379 -1.013 -1.722 1.680 1.663 1.712 -0.02
H 4.177 -1.266 -0.366 -2.582 0.635 0.186 0.09
H 2.457 -1.142 -1.252 1.262 0.555 1.952 0.08
H 2.568 -1.066 0.706 1.060 0.329 -2.164 0.07
H 2.829 1.326 0.534 0.771 -0.591 -1.921 0.11
H 4.435 1.142 -0.465 -2.368 -0.744 0.041 0.14
H 1.069 2.640 -2.292 0.535 -1.919 1.726 0.16
H 1.219 2.443 -0.421 0.512 -1.140 -1.767 0.11
H 0.394 0.051 -2.477 -0.735 1.162 2.345 0.16
H 0.210 -0.056 -0.539 -0.265 1.389 -1.788 0.13
H -0.242 1.982 1.249 -2.690 -0.565 -0.526 0.12
H -2.004 2.122 3.441 -1.136 -0.833 -2.785 0.15
H -5.287 0.915 0.885 1.863 0.554 0.339 0.19
H -3.710 0.807 -2.760 -1.218 -0.122 2.190 0.14
H -5.447 0.922 -1.848 2.500 -0.576 0.105 0.14
H -3.350 -1.278 -1.780 -1.672 0.036 -0.041 0.09
H -4.602 -1.183 -0.695 0.117 -0.280 -1.772 0.08
C 3.389 -3.997 2.099 -0.096 -0.201 -0.036 -0.07
C 4.194 -2.776 2.264 0.781 1.045 0.233 -0.28
N 4.830 -1.810 2.395 -1.115 -1.607 -0.215 0.13
H 2.317 -3.775 2.074 0.241 0.173 0.037 0.08
H 3.633 -4.519 1.167 0.117 0.258 0.132 0.08
H 3.554 -4.705 2.918 0.117 0.286 -0.069 0.08
```
Positions in Å, forces in eV/Å.

(3)
7 unconnected molecules or ions with the total composition C20H36N4O3. Source: OMol25; level of theory: wB97M-V/def2-TZVPD.

charge	0
highest occupied orbital energy	-0.33771	hartree
HOMO-LUMO gap	0.3508	hartree
SMILES string	C1CCOC1.C1CCOC1.C1CCOC1.CC#N.CC#N.CC#N.CC#N
energy relative to the best compared isomer or geometry (same formula, charge and spin)	0.0	kcal per mole
2S+1	1

Geometry as XYZ:
```
63
Properties=species:S:1:pos:R:3:forces:R:3:lowdin_charge:R:1
C -2.058 2.569 -26.862 0.023 -0.366 0.301 -0.17
C -2.354 3.847 -27.627 -0.371 0.631 -0.273 -0.16
C -3.109 4.708 -26.592 0.398 -0.497 0.714 -0.17
O -2.889 4.086 -25.301 -0.006 0.150 -0.285 -0.16
C -1.920 3.057 -25.422 -0.356 -0.176 -0.544 -0.22
H -1.203 1.986 -27.204 0.098 0.212 -0.071 0.11
H -2.927 1.906 -26.913 -0.029 0.074 -0.068 0.11
H -2.931 3.646 -28.530 -0.155 0.072 0.096 0.11
H -1.504 4.448 -27.955 0.395 -0.520 0.112 0.11
H -4.186 4.747 -26.740 -0.010 0.132 -0.093 0.11
H -2.675 5.705 -26.515 -0.263 0.177 -0.294 0.11
H -2.205 2.293 -24.701 0.367 0.001 0.175 0.10
H -0.894 3.413 -25.264 -0.085 0.096 0.272 0.11
C -5.574 1.368 -22.081 0.433 0.363 0.025 -0.15
C -4.715 1.174 -20.824 -0.072 0.508 -0.270 -0.15
C -3.948 2.489 -20.790 -0.434 -0.301 0.252 -0.22
O -3.702 2.838 -22.138 0.352 -0.110 -0.491 -0.16
C -4.673 2.220 -23.002 0.066 -0.194 0.618 -0.17
H -6.445 1.991 -21.867 -0.246 -0.425 0.176 0.11
H -5.831 0.399 -22.502 -0.338 0.193 -0.289 0.09
H -4.045 0.323 -20.962 0.038 0.031 0.179 0.10
H -5.312 1.062 -19.921 0.056 -0.289 -0.007 0.07
H -3.014 2.419 -20.232 0.058 0.177 -0.164 0.09
H -4.612 3.248 -20.347 0.200 0.071 0.099 0.12
H -4.161 1.607 -23.746 0.063 0.076 -0.051 0.09
H -5.218 3.019 -23.503 -0.072 -0.109 -0.175 0.12
C -5.667 -2.742 -25.766 0.281 0.230 -0.211 -0.14
C -4.182 -2.590 -25.387 0.288 -0.613 0.392 -0.15
C -4.110 -1.285 -24.605 -0.312 0.260 0.430 -0.21
O -5.325 -0.592 -24.827 -0.089 0.418 -0.506 -0.16
C -6.345 -1.505 -25.166 -0.256 -0.332 0.210 -0.21
H -6.089 -3.669 -25.385 -0.074 -0.015 -0.074 0.11
H -5.757 -2.723 -26.851 -0.131 -0.144 0.010 0.11
H -3.522 -2.653 -26.250 -0.077 0.349 -0.106 0.11
H -3.850 -3.395 -24.726 -0.115 -0.065 -0.084 0.11
H -3.307 -0.600 -24.874 0.126 -0.139 -0.102 0.12
H -4.041 -1.490 -23.528 0.122 -0.070 -0.096 0.10
H -7.025 -1.032 -25.875 0.055 0.127 0.032 0.12
H -6.933 -1.764 -24.274 0.100 -0.027 0.005 0.12
C -1.640 -1.375 -22.059 -0.067 0.379 0.487 -0.08
C -0.939 -0.700 -20.962 0.010 -0.080 -0.156 -0.28
N -0.391 -0.172 -20.104 0.072 -0.183 -0.007 0.14
H -0.925 -1.832 -22.736 -0.026 -0.056 -0.081 0.08
H -2.252 -0.641 -22.583 0.112 -0.054 -0.077 0.05
H -2.301 -2.127 -21.630 0.027 -0.110 -0.128 0.08
C -1.011 4.662 -22.151 0.203 0.609 0.307 -0.06
C -0.500 3.708 -21.175 -0.288 -0.265 -0.364 -0.28
N -0.159 2.901 -20.434 0.191 0.155 0.141 0.14
H -2.098 4.652 -22.154 -0.029 -0.139 -0.085 0.07
H -0.639 4.462 -23.152 -0.017 -0.184 -0.007 0.06
H -0.664 5.659 -21.864 -0.083 -0.030 -0.076 0.08
C -4.382 2.611 -17.240 -0.297 -0.716 -0.175 -0.07
C -3.124 1.935 -17.545 -0.146 0.022 0.225 -0.29
N -2.146 1.393 -17.801 0.032 -0.043 0.072 0.15
H -5.109 1.900 -16.838 0.212 -0.060 0.054 0.06
H -4.824 2.928 -18.185 0.060 0.485 0.214 0.05
H -4.241 3.395 -16.505 0.031 0.291 -0.216 0.08
C -9.348 -0.214 -19.463 0.360 0.494 0.066 -0.06
C -8.171 0.417 -18.856 0.368 0.156 0.286 -0.25
N -7.261 0.940 -18.379 -0.527 -0.307 -0.247 0.15
H -9.231 -0.162 -20.544 -0.118 -0.137 -0.020 0.08
H -10.220 0.366 -19.168 -0.102 -0.130 -0.049 0.08
H -9.447 -1.243 -19.133 -0.005 -0.052 -0.008 0.08
```
Positions in Å, forces in eV/Å.

(4)
C5H10N2O in the gas phase. Source: OMol25; level of theory: wB97M-V/def2-TZVPD.

charge	0
highest occupied orbital energy	-0.30795	hartree
HOMO-LUMO gap	0.3455	hartree
SMILES string	[H]/N=N/C(C)(C)OC=C
energy relative to the best compared isomer or geometry (same formula, charge and spin)	88.1	kcal per mole
2S+1	1

Geometry as XYZ:
```
18
Properties=species:S:1:pos:R:3:forces:R:3:lowdin_charge:R:1
H 3.706 0.420 0.985 -0.134 -0.979 -0.705 0.07
N 2.861 0.517 0.388 -1.802 0.916 0.064 0.05
N 2.056 -0.389 0.575 -0.647 0.104 0.850 0.00
C 0.466 -0.185 0.117 3.486 -1.154 1.241 -0.52
C 0.403 -0.929 -1.226 -0.340 0.556 -0.278 -0.05
C -0.259 -0.965 1.221 -0.086 0.063 0.092 -0.04
O 0.189 1.219 0.210 -0.533 -2.245 -1.021 -0.06
C -0.936 1.321 -0.588 -1.712 2.714 0.592 -0.25
C -2.189 1.419 -0.098 1.277 -0.586 -0.504 0.06
H 0.870 -0.335 -2.018 -0.095 -0.092 0.061 0.09
H 0.922 -1.892 -1.180 0.149 0.301 0.407 0.09
H -0.625 -1.181 -1.507 0.075 0.286 0.007 0.08
H 0.217 -1.930 1.422 0.161 0.269 -0.179 0.08
H -0.275 -0.388 2.151 0.115 -0.056 -0.166 0.09
H -1.294 -1.195 0.951 0.084 0.247 -0.154 0.08
H -0.687 1.651 -1.590 -0.198 -0.426 -0.281 0.12
H -3.020 1.646 -0.755 0.135 -0.063 -0.026 0.06
H -2.405 1.196 0.939 0.065 0.145 0.001 0.06
```
Positions in Å, forces in eV/Å.

(5)
2 unconnected molecules or ions with the total composition C4H4N3O5PS. Source: OMol25; level of theory: wB97M-V/def2-TZVPD.

charge	-2
highest occupied orbital energy (alpha / beta)	-0.03483 / -0.03518	hartree
HOMO-LUMO gap (alpha / beta)	0.2299 / 0.2302	hartree
energy relative to the best compared isomer or geometry (same formula, charge and spin)	40.5	kcal per mole
2S+1	1

Geometry as XYZ:
```
18
Properties=species:S:1:pos:R:3:forces:R:3:lowdin_charge:R:1
C -1.840 1.352 0.020 0.575 0.014 -0.863 -0.30
C -1.349 2.403 -0.649 1.605 -0.340 -0.859 -0.44
C -0.006 0.359 -0.800 -3.713 3.697 1.099 -0.70
C 0.380 -1.891 -0.812 -3.648 -1.936 -2.222 -0.76
N -1.121 0.241 -0.072 1.335 -1.751 0.370 0.07
N 1.126 -2.571 -0.087 3.810 -1.810 3.120 0.09
N 0.652 -0.608 -1.316 3.517 -1.304 -1.960 0.11
O 4.057 1.333 -0.103 -1.319 -1.546 0.749 -0.42
O 1.563 0.871 0.729 1.862 -0.098 0.424 -0.40
O -0.711 -2.268 -1.327 -0.455 0.153 -0.231 -0.08
O 3.230 -1.071 0.666 0.523 1.043 -0.715 -0.24
O 2.454 0.102 -1.534 -1.347 -0.771 1.480 -0.24
P 2.852 0.395 0.071 0.309 1.380 -0.659 0.18
S 0.123 2.003 -1.465 -0.326 -0.285 0.053 1.01
H -2.792 1.328 0.458 -1.103 -0.028 0.843 0.07
H -1.764 3.310 -0.890 -1.046 2.090 -0.007 0.00
H 2.563 -1.705 0.262 -0.336 -0.291 0.570 -0.02
H 0.854 -3.530 0.251 -0.244 1.783 -1.193 0.07
```
Positions in Å, forces in eV/Å.

(6)
A gas-phase ion, C3H6NO4 (charge -1). Source: OMol25; level of theory: wB97M-V/def2-TZVPD.

charge	-1
highest occupied orbital energy	-0.12530	hartree
HOMO-LUMO gap	0.2683	hartree
SMILES string	[O-][N+]([O-])=C(CO)CO
energy relative to the best compared isomer or geometry (same formula, charge and spin)	155.6	kcal per mole
2S+1	1

Geometry as XYZ:
```
14
Properties=species:S:1:pos:R:3:forces:R:3:lowdin_charge:R:1
O -0.751 -2.255 0.942 -0.235 1.777 -0.792 -0.16
N -1.138 -1.078 0.480 0.064 -1.441 1.407 -0.41
O -2.384 -0.826 0.499 0.233 0.117 -0.486 -0.12
C -0.242 -0.158 0.115 1.170 -1.239 -0.685 -0.26
C -0.625 1.148 -0.452 2.602 -0.334 -0.028 -0.20
O -0.359 1.357 -1.906 -1.958 -1.680 0.372 -0.13
C 1.238 -0.458 0.152 -0.397 1.136 -1.312 -0.19
O 1.888 0.268 1.227 0.505 1.593 -1.901 -0.09
H -1.648 1.181 -0.186 -1.166 1.394 0.122 0.09
H 0.169 1.822 -0.094 -1.180 0.522 0.687 0.11
H -1.038 0.726 -2.242 0.900 0.668 -0.445 0.08
H 1.460 -1.519 0.377 -0.236 0.454 -1.176 0.11
H 1.589 0.062 -0.890 -0.006 -1.751 2.509 0.15
H 1.840 -0.269 1.978 -0.296 -1.216 1.729 0.03
```
Positions in Å, forces in eV/Å.

(7)
3 unconnected molecules or ions with the total composition C11H22O9. Source: OMol25; level of theory: wB97M-V/def2-TZVPD.

charge	0
highest occupied orbital energy	-0.38568	hartree
HOMO-LUMO gap	0.4084	hartree
SMILES string	CCOC(=O)OC.CCOC(=O)OC.COC(=O)OC
2S+1	1

Geometry as XYZ:
```
42
Properties=species:S:1:pos:R:3:forces:R:3:lowdin_charge:R:1
C 1.313 4.071 -2.301 0.277 -0.013 0.150 -0.06
C 0.826 3.148 -3.400 -0.409 0.304 0.458 -0.21
O 1.917 2.687 -4.207 0.219 -0.462 -0.066 0.03
C 2.670 1.722 -3.660 -0.040 0.304 -0.012 -0.59
O 2.503 1.218 -2.575 0.031 0.042 -0.351 0.11
O 3.659 1.430 -4.517 -0.307 0.039 0.165 0.00
C 4.600 0.485 -4.009 0.335 -0.298 0.022 -0.05
H 1.905 4.888 -2.723 -0.179 0.016 -0.042 0.08
H 0.470 4.487 -1.745 0.020 -0.021 -0.079 0.08
H 1.960 3.545 -1.597 -0.139 -0.058 -0.033 0.07
H 0.155 3.695 -4.063 0.250 -0.135 -0.195 0.12
H 0.262 2.303 -2.997 0.229 -0.018 -0.024 0.12
H 4.103 -0.424 -3.665 -0.006 0.171 0.083 0.10
H 5.181 0.934 -3.203 -0.124 -0.107 0.050 0.10
H 5.278 0.221 -4.821 -0.193 0.210 -0.067 0.09
C -1.116 -5.577 3.363 0.308 -0.015 -0.085 -0.07
C -1.999 -4.439 2.888 -0.217 -0.595 0.137 -0.21
O -1.236 -3.244 2.679 0.061 0.275 -0.290 0.03
C -0.508 -3.212 1.554 0.032 -0.109 0.239 -0.59
O -0.449 -4.081 0.721 -0.049 0.267 0.134 0.12
O 0.166 -2.052 1.528 -0.204 -0.186 -0.017 -0.02
C 1.066 -1.934 0.423 0.279 0.165 -0.314 -0.04
H -0.550 -5.279 4.249 -0.172 -0.011 0.027 0.08
H -1.717 -6.456 3.604 -0.006 0.085 0.008 0.08
H -0.388 -5.860 2.600 -0.152 0.007 -0.029 0.07
H -2.736 -4.207 3.658 0.166 0.289 -0.068 0.12
H -2.550 -4.707 1.983 0.222 0.092 -0.025 0.12
H 0.556 -2.110 -0.525 0.045 -0.124 0.137 0.10
H 1.899 -2.629 0.546 -0.130 -0.047 -0.101 0.10
H 1.460 -0.918 0.420 -0.159 -0.060 0.203 0.09
C -0.323 1.578 1.589 1.749 -1.006 0.043 -0.06
O -1.516 1.840 2.363 -2.167 1.337 -1.741 -0.04
C -2.399 2.718 1.716 0.426 2.296 -2.069 -0.47
O -2.086 3.493 0.790 -0.340 -2.756 2.970 0.09
O -3.727 2.779 2.177 2.258 -1.593 -0.377 -0.06
C -4.485 1.610 1.786 -1.703 -0.794 0.452 -0.07
H -0.474 1.572 0.470 -0.092 0.413 1.344 0.11
H 0.016 0.520 1.866 -0.670 1.491 -0.156 0.09
H 0.519 2.283 1.901 -1.309 -0.724 -0.606 0.11
H -5.242 1.424 2.624 1.158 0.190 -1.089 0.10
H -3.870 0.669 1.655 -0.474 1.229 0.163 0.10
H -5.115 1.809 0.854 1.177 -0.090 1.050 0.11
```
Positions in Å, forces in eV/Å.